DFT (ωB97M-V with the def2-TZVPD basis set) results for a structure of composition Fe2H26O17P in a non-equilibrium geometry.

Results
* E_tot: -113292.30671 eV
* E_LUMO (alpha / beta): -3.841 / -4.430 eV
* multiplicity: 9
* net charge: +1
* HOMO energy (alpha / beta): -12.9314 / -12.6342 eV
* ΔE to the lowest compared entry with this formula, charge and spin: 0.637 eV
* expectation value of S²: 20.0140

Atoms and positions in Å:
1 Fe -6.39 -25.28 18.70
2 Fe -1.51 -25.13 19.92
3 P -3.95 -24.95 19.33
4 O -2.21 -23.87 15.98
5 O -2.74 -24.35 18.61
6 O -6.81 -26.35 20.54
7 O -4.24 -27.72 21.80
8 O -4.63 -26.03 18.51
9 O -5.15 -24.06 19.56
10 O -1.25 -23.20 20.94
11 O -6.29 -23.91 21.96
12 O -3.56 -24.81 22.95
13 O -4.73 -21.38 20.59
14 O -3.26 -25.47 20.55
15 O -8.10 -24.11 19.39
16 O -3.47 -26.64 16.04
17 O -0.45 -26.18 21.30
18 O -1.42 -27.14 18.87
19 O -4.16 -28.49 18.82
20 O -3.47 -21.86 18.26
21 H -4.14 -28.00 20.89
22 H -8.90 -24.34 19.85
23 H -4.90 -29.05 18.59
24 H -1.69 -23.08 15.83
25 H -7.95 -23.20 19.62
26 H -4.15 -21.75 18.93
27 H -5.67 -23.90 21.23
28 H -2.85 -25.91 16.07
29 H -6.38 -22.99 22.21
30 H -4.11 -26.77 21.77
31 H -3.62 -23.86 22.96
32 H -3.52 -25.04 22.03
33 H -3.95 -26.58 16.86
34 H -0.88 -27.93 18.87
35 H -2.31 -23.92 16.93
36 H -1.33 -22.30 20.62
37 H -4.46 -27.60 18.64
38 H -5.46 -20.79 20.80
39 H -1.22 -23.13 21.89
40 H 0.46 -26.43 21.12
41 H -2.13 -27.33 18.27
42 H -5.14 -22.23 20.43
43 H -0.68 -26.64 22.10
44 H -6.61 -25.66 21.18
45 H -3.24 -22.79 18.31
46 H -7.54 -26.83 20.92

DFT (ωB97M-V with the def2-TZVPD basis set) results for a cluster of 2 separate species, C3H10NOS in total in a non-equilibrium geometry.

Results
* E_tot: -17644.46131 eV
* E_LUMO: 3.209 eV
* net charge: -1
* HOMO energy: -2.6836 eV
* ΔE to the lowest compared entry with this formula, charge and spin: 2.981 eV

Atoms and positions in Å:
1 S 2.10 -1.10 -0.77
2 O -1.56 1.25 0.30
3 N -3.50 1.40 -1.07
4 C 1.41 -0.03 0.62
5 C -2.51 0.39 -0.31
6 C 1.80 -0.72 2.01
7 H -2.90 2.20 -1.43
8 H -3.85 0.90 -2.01
9 H 0.40 -0.10 0.41
10 H 2.88 -0.44 2.33
11 H -2.06 -0.40 -1.03
12 H 1.14 -0.35 2.81
13 H 1.79 -1.71 1.94
14 H 1.68 0.99 0.35
15 H -3.12 -0.22 0.39
16 H 3.31 -0.95 -0.25

DFT (ωB97M-V with the def2-TZVPD basis set) results for a cluster of 2 separate species, C3H6N in total in a non-equilibrium geometry.

Results
* E_tot: -4685.30363 eV
* E_LUMO: -4.590 eV
* net charge: +1
* HOMO energy: -14.4974 eV
* ΔE to the lowest compared entry with this formula, charge and spin: 4.813 eV

Atoms and positions in Å:
1 N 0.46 0.89 -0.08
2 C -0.10 -1.30 0.92
3 C -0.17 -0.43 -0.28
4 C -1.32 -0.82 0.58
5 H 0.52 -1.84 1.55
6 H 0.35 1.32 0.87
7 H 0.05 -0.60 -2.14
8 H 0.13 1.70 -0.67
9 H 1.51 1.01 -0.24
10 H -2.45 -0.64 0.83

DFT (ωB97M-V with the def2-TZVPD basis set) results for an isolated molecule of C4H5FN2O in a non-equilibrium geometry.

Results
* E_tot: -11971.07047 eV
* E_LUMO: 0.607 eV
* structure (SMILES): C[C@@H](F)c1cnno1
* net charge: 0
* HOMO energy: -10.7475 eV
* ΔE to the lowest compared entry with this formula, charge and spin: 2.972 eV

Atoms and positions in Å:
1 F -0.55 -1.81 -1.09
2 O -0.39 0.91 -0.55
3 N 1.35 1.95 0.16
4 N 0.30 2.06 -0.54
5 C 1.42 0.66 0.59
6 C -1.60 -1.34 0.90
7 C -0.23 -1.45 0.26
8 C 0.36 -0.05 0.24
9 H -2.31 -0.80 0.21
10 H 0.49 -2.29 0.67
11 H -1.62 -0.79 1.74
12 H 2.16 0.25 1.07
13 H -1.89 -2.38 1.24

DFT (ωB97M-V with the def2-TZVPD basis set) results for a structure of composition H24KrO12.

Results
* E_tot: -99889.78844 eV
* E_LUMO: -0.410 eV
* net charge: 0
* HOMO energy: -9.2379 eV
* ΔE to the lowest compared entry with this formula, charge and spin: 1.019 eV

Atoms and positions in Å:
1 Kr -0.61 -0.37 -0.12
2 O 1.13 -1.08 2.52
3 O 2.26 -2.52 0.29
4 O -1.20 -0.19 -3.63
5 O -0.41 3.62 1.99
6 O -2.56 0.16 2.76
7 O 1.03 -3.00 -2.19
8 O -1.91 -2.84 -1.55
9 O 2.33 1.45 2.36
10 O -3.85 1.60 0.21
11 O 1.86 0.17 -2.63
12 O -2.40 1.74 -2.24
13 O 3.09 0.31 -0.24
14 H -2.36 2.67 -2.44
15 H -2.02 -0.58 3.02
16 H -0.13 2.72 2.16
17 H 2.64 0.08 -3.17
18 H -2.51 -2.25 -1.09
19 H 3.10 -0.64 -0.08
20 H -3.45 2.46 0.35
21 H -3.39 1.02 0.82
22 H 2.63 1.24 1.48
23 H -0.39 -0.31 -3.14
24 H 2.70 -3.19 0.82
25 H 2.19 0.34 -1.75
26 H -2.33 0.85 3.38
27 H 0.07 -3.01 -2.14
28 H 1.82 -1.96 0.92
29 H -0.11 4.12 2.75
30 H -2.40 -3.66 -1.63
31 H -1.68 0.49 -3.16
32 H 1.30 -2.61 -1.36
33 H -2.87 1.70 -1.40
34 H 1.32 -0.15 2.62
35 H 4.00 0.59 -0.08
36 H 0.35 -1.23 3.04
37 H 2.76 2.29 2.56

DFT (ωB97M-V with the def2-TZVPD basis set) results for a cluster of 2 separate species, C5H12NO in total in a non-equilibrium geometry.

Results
* E_tot: -8907.04384 eV
* E_LUMO: -5.523 eV
* net charge: +1
* HOMO energy: -14.4243 eV
* ΔE to the lowest compared entry with this formula, charge and spin: 3.585 eV

Atoms and positions in Å:
1 O -2.81 1.00 -0.53
2 N 0.13 0.81 0.34
3 C -0.03 -0.51 -1.74
4 C 1.48 -1.16 0.25
5 C 0.77 -1.73 1.45
6 C 0.47 -0.19 -0.56
7 C 0.91 1.88 0.48
8 H 1.34 -1.58 2.31
9 H -0.75 0.52 0.94
10 H 0.47 2.74 0.97
11 H -3.79 1.10 -0.62
12 H -2.80 0.50 0.29
13 H 0.67 -2.83 1.34
14 H -0.82 0.05 -2.18
15 H -0.36 -1.72 1.46
16 H 2.37 -0.68 0.70
17 H 1.94 1.94 0.10
18 H -0.14 -1.44 -2.24
19 H 1.84 -2.00 -0.44